Here is a single C15H20N4O3S2 molecule in a non-equilibrium geometry from OMol25. Energies are from ωB97M-V/def2-TZVPD.

Computed properties:
Total energy, eV: -49652.4704
M, Da: 368.48
Structure (SMILES): CCc1nnc(NC(=O)c2ccc(S(=O)(=O)NCC(C)C)cc2)s1
Orbital gap, eV: 9.61
Spin multiplicity: 1
Energy relative to the best compared isomer or geometry (same formula, charge and spin), eV: 2.755

Atoms and positions in Å:
C  6.0345  3.0979  -0.8070
C  5.1879  2.8604  0.4442
C  4.4207  1.5985  0.3413
N  3.1478  1.5111  0.2701
N  2.6694  0.2803  0.1643
C  3.5811  -0.6271  0.1493
N  3.3804  -1.9717  0.0502
C  2.1781  -2.6437  -0.0598
O  2.1705  -3.8479  -0.1185
C  0.9584  -1.7848  -0.1003
C  0.4781  -1.3259  -1.3213
C  -0.6784  -0.5668  -1.3609
C  -1.3396  -0.2799  -0.1841
S  -2.8678  0.6493  -0.2221
O  -2.9684  1.4547  0.9571
O  -3.0041  1.2727  -1.5102
N  -3.9612  -0.6222  -0.0935
C  -5.1127  -0.3966  0.7580
C  -6.0672  0.6941  0.2525
C  -6.5891  0.3728  -1.1467
C  -7.2223  0.8554  1.2373
C  -0.8765  -0.7366  1.0333
C  0.2774  -1.4978  1.0778
S  5.2188  0.0210  0.2754
H  6.5791  4.0334  -0.7140
H  6.7513  2.2903  -0.9420
H  5.3993  3.1513  -1.6877
H  5.8383  2.8166  1.3214
H  4.4713  3.6718  0.5769
H  4.2039  -2.5632  0.0715
H  1.0088  -1.5605  -2.2315
H  -1.0726  -0.1812  -2.2877
H  -4.2224  -0.9244  -1.0206
H  -4.7120  -0.1015  1.7292
H  -5.6405  -1.3492  0.8646
H  -5.4979  1.6280  0.2078
H  -7.3397  1.1026  -1.4407
H  -5.7840  0.4126  -1.8775
H  -7.0448  -0.6163  -1.1694
H  -6.8477  1.0942  2.2294
H  -7.8009  -0.0647  1.2978
H  -7.8838  1.6568  0.9183
H  -1.4210  -0.4799  1.9274
H  0.6541  -1.8663  2.0197

Cartesian forces (eV/Å) of the 6 atoms listed first:
-0.06 0.07 0.16
0.25 0.16 -0.13
0.51 -0.52 0.11
0.21 1.60 0.12
-0.62 -1.36 -0.13
0.97 0.99 0.13